{"formula": "C4H3NO3", "method": "ωB97M-V with the def2-TZVPD basis set", "energy_ev": -11826.99093, "e_homo_ev": -9.719, "smiles": "O=c1onccc1O", "gap_ev": 9.267, "relative_energy_ev": 2.542, "symbols": ["O", "C", "O", "N", "C", "C", "C", "O", "H", "H", "H"], "xyz": [[-1.857, 0.324, 1.596], [-0.850, 0.398, 0.923], [0.169, 1.253, 1.300], [1.517, 1.238, 0.784], [1.625, 0.438, -0.224], [0.667, -0.386, -0.865], [-0.623, -0.406, -0.317], [-1.710, -0.995, -0.789], [2.626, 0.254, -0.574], [0.857, -1.020, -1.700], [-2.421, -1.098, -0.133]]}


{"formula": "C20H17AsF5NNdS2", "method": "ωB97M-V with the def2-TZVPD basis set", "energy_ev": -133873.40556, "e_homo_ev": [-11.325, -11.345], "charge": 1, "gap_ev": [7.769, 7.910], "multiplicity": 4, "relative_energy_ev": 0.000, "symbols": ["Nd", "S", "C", "C", "C", "C", "C", "N", "H", "H", "H", "H", "F", "C", "C", "F", "C", "F", "C", "S", "C", "F", "C", "F", "C", "As", "C", "C", "C", "C", "C", "C", "C", "C", "H", "H", "H", "H", "H", "H", "H", "H", "H", "H", "H", "H", "H"], "xyz": [[13.334, 9.030, 11.626], [14.060, 8.677, 14.201], [15.621, 9.136, 13.565], [16.750, 9.137, 14.389], [17.969, 9.465, 13.802], [18.067, 9.710, 12.430], [16.925, 9.569, 11.684], [15.736, 9.265, 12.205], [16.595, 8.838, 15.427], [18.856, 9.499, 14.442], [18.929, 10.135, 11.925], [16.956, 9.506, 10.603], [14.598, 6.115, 5.358], [14.236, 6.223, 6.641], [14.255, 7.497, 7.197], [14.628, 8.599, 6.604], [13.968, 7.540, 8.562], [13.883, 8.779, 9.193], [13.476, 6.480, 9.302], [12.574, 6.590, 10.871], [13.411, 5.275, 8.652], [13.006, 4.191, 9.284], [13.798, 5.102, 7.327], [13.670, 3.944, 6.712], [10.521, 12.324, 10.674], [11.139, 10.931, 11.869], [11.516, 11.994, 13.469], [9.535, 9.888, 12.556], [8.438, 10.783, 13.021], [7.403, 10.913, 12.145], [6.244, 11.671, 12.490], [6.174, 12.309, 13.700], [7.220, 12.167, 14.571], [8.355, 11.415, 14.295], [9.849, 12.938, 11.279], [9.915, 11.917, 9.843], [11.331, 12.977, 10.365], [10.709, 12.738, 13.553], [12.463, 12.440, 13.306], [11.582, 11.432, 14.381], [10.160, 9.397, 13.349], [9.281, 9.110, 11.837], [7.442, 10.318, 11.172], [5.452, 11.731, 11.785], [5.370, 12.938, 13.951], [7.219, 12.816, 15.437], [9.204, 11.329, 14.998]]}


{"formula": "C21H44O10S", "method": "ωB97M-V with the def2-TZVPD basis set", "energy_ev": -53799.51996, "e_homo_ev": -9.555, "gap_ev": 10.011, "symbols": ["C", "O", "C", "C", "C", "C", "C", "C", "C", "C", "O", "S", "O", "O", "H", "H", "H", "H", "H", "H", "H", "H", "H", "H", "H", "H", "H", "H", "H", "H", "H", "H", "H", "H", "O", "C", "O", "C", "C", "C", "H", "H", "H", "H", "H", "H", "H", "H", "O", "C", "O", "C", "C", "C", "H", "H", "H", "H", "H", "H", "H", "H", "O", "C", "O", "C", "C", "C", "H", "H", "H", "H", "H", "H", "H", "H"], "xyz": [[-1.811, 2.467, 7.803], [-3.102, 2.611, 7.252], [-3.140, 2.598, 5.831], [-4.001, 1.450, 5.287], [-3.231, 0.643, 4.237], [-2.065, -0.149, 4.851], [-0.724, 0.039, 4.166], [-0.653, -0.561, 2.736], [-0.719, 0.551, 1.705], [-0.687, 0.054, 0.282], [-0.489, 1.221, -0.566], [0.095, 0.800, -2.014], [-1.042, 0.667, -2.901], [0.762, 2.212, -2.412], [-1.819, 2.847, 8.820], [-1.062, 3.023, 7.240], [-1.514, 1.416, 7.827], [-2.141, 2.545, 5.400], [-3.567, 3.541, 5.492], [-4.291, 0.779, 6.090], [-4.890, 1.869, 4.826], [-3.918, -0.036, 3.739], [-2.904, 1.355, 3.483], [-1.965, 0.182, 5.882], [-2.339, -1.199, 4.874], [-0.478, 1.096, 4.081], [0.070, -0.424, 4.746], [-1.420, -1.322, 2.602], [0.310, -1.050, 2.658], [-1.590, 1.192, 1.805], [0.150, 1.195, 1.830], [0.092, -0.690, 0.118], [-1.646, -0.373, -0.002], [0.114, 2.693, -2.965], [1.191, 3.057, -8.408], [0.159, 2.688, -7.914], [0.193, 1.736, -6.966], [-0.947, 1.369, -6.171], [-1.795, 0.322, -6.861], [-1.177, 3.209, -8.392], [-1.520, 2.254, -5.884], [-0.537, 0.955, -5.254], [-2.219, 0.695, -7.795], [-2.613, 0.011, -6.211], [-1.187, -0.553, -7.110], [-1.499, 2.615, -9.245], [-1.044, 4.240, -8.710], [-1.955, 3.200, -7.633], [-0.836, -2.438, -7.859], [0.031, -2.996, -7.240], [0.176, -4.326, -7.381], [1.286, -5.055, -6.851], [1.052, -5.472, -5.414], [0.896, -2.253, -6.246], [2.212, -4.492, -6.973], [1.372, -5.938, -7.481], [0.949, -4.608, -4.757], [1.882, -6.080, -5.054], [0.132, -6.051, -5.335], [0.379, -2.218, -5.287], [1.037, -1.236, -6.607], [1.884, -2.685, -6.108], [2.316, -0.940, 3.492], [3.231, -0.701, 4.235], [3.105, -1.018, 5.536], [4.188, -0.958, 6.470], [4.341, 0.425, 7.067], [4.468, 0.024, 3.760], [5.111, -1.317, 6.015], [3.927, -1.670, 7.251], [4.591, 1.166, 6.307], [5.127, 0.429, 7.822], [3.407, 0.739, 7.532], [4.286, 1.097, 3.809], [4.648, -0.255, 2.725], [5.368, -0.215, 4.322]]}


{"formula": "C5H11NO4S2", "method": "ωB97M-V with the def2-TZVPD basis set", "energy_ev": -36708.74227, "e_homo_ev": [-9.168, -9.165], "gap_ev": [6.784, 6.787], "relative_energy_ev": 2.289, "symbols": ["C", "C", "C", "C", "C", "N", "O", "O", "O", "O", "S", "S", "H", "H", "H", "H", "H", "H", "H", "H", "H", "H", "H"], "xyz": [[1.055, -0.484, -0.101], [-0.558, 0.145, -1.961], [1.753, 2.780, 0.168], [-2.252, -1.898, 0.512], [-0.166, 0.039, -0.511], [1.269, -0.699, 1.202], [1.993, -0.662, -0.874], [-2.784, 0.575, 0.109], [-1.220, -0.080, 1.934], [2.374, -1.532, 1.569], [0.006, 2.652, 0.063], [-1.659, -0.194, 0.544], [0.285, 0.451, -2.544], [-0.877, -0.812, -2.238], [-1.376, 0.793, -1.996], [2.114, 3.803, 0.057], [1.988, 2.322, -0.875], [2.339, 2.326, 0.966], [-1.611, -2.672, 0.468], [-2.929, -2.026, 1.370], [-2.868, -2.076, -0.373], [0.501, -0.923, 1.802], [2.625, -1.831, 0.712]]}


{"formula": "C40H38Cl3N5O5S3Tc", "method": "ωB97M-V with the def2-TZVPD basis set", "energy_ev": -132040.41977, "e_homo_ev": [-12.321, -12.321], "charge": 2, "gap_ev": [4.497, 4.960], "multiplicity": 2, "symbols": ["Tc", "C", "O", "C", "C", "C", "C", "C", "C", "N", "C", "N", "C", "C", "C", "C", "C", "C", "O", "C", "N", "C", "C", "C", "C", "C", "C", "O", "C", "H", "H", "H", "H", "H", "H", "H", "H", "H", "H", "H", "H", "H", "H", "H", "H", "H", "H", "H", "H", "H", "H", "C", "O", "C", "S", "S", "H", "H", "H", "Cl", "C", "C", "C", "C", "C", "C", "N", "C", "C", "N", "C", "O", "C", "C", "C", "Cl", "S", "C", "C", "C", "Cl", "C", "H", "H", "H", "H", "H", "H", "H", "H", "H", "H", "H", "H", "H"], "xyz": [[-0.802, 1.562, 0.249], [0.624, 4.841, -4.089], [0.679, 3.422, -3.973], [1.410, 2.740, -4.892], [2.016, 3.305, -6.005], [2.751, 2.513, -6.875], [2.913, 1.158, -6.636], [2.280, 0.577, -5.550], [1.525, 1.354, -4.687], [0.781, 0.734, -3.630], [0.743, 1.206, -2.371], [1.827, 1.829, -1.921], [1.988, 2.487, -0.707], [1.066, 2.402, 0.336], [1.357, 3.108, 1.516], [2.488, 3.885, 1.620], [3.396, 3.966, 0.565], [3.162, 3.259, -0.599], [3.960, 3.241, -1.688], [5.187, 3.967, -1.637], [-0.313, 0.961, -1.583], [-1.522, 0.516, -2.226], [-2.348, 1.538, -2.731], [-3.567, 1.269, -3.295], [-3.983, -0.061, -3.395], [-3.169, -1.079, -2.958], [-1.929, -0.826, -2.356], [-1.274, -1.944, -1.977], [0.010, -1.916, -1.377], [1.624, 5.275, -4.035], [0.036, 5.182, -3.240], [0.133, 5.145, -5.015], [1.911, 4.362, -6.204], [3.194, 2.964, -7.751], [3.517, 0.554, -7.297], [2.367, -0.485, -5.362], [-0.038, 0.218, -3.921], [2.582, 1.982, -2.583], [0.678, 3.050, 2.361], [2.686, 4.437, 2.528], [4.277, 4.582, 0.670], [5.674, 3.795, -2.592], [5.827, 3.599, -0.833], [5.008, 5.036, -1.505], [-1.980, 2.553, -2.637], [-4.196, 2.071, -3.654], [-4.947, -0.300, -3.823], [-3.453, -2.117, -3.063], [0.238, -2.951, -1.142], [0.014, -1.320, -0.464], [0.764, -1.540, -2.072], [-5.177, 5.145, 1.367], [-4.577, 4.027, 0.694], [-3.636, 3.349, 1.290], [-2.989, 3.636, 2.778], [-3.105, 1.984, 0.352], [-5.697, 5.707, 0.597], [-4.419, 5.765, 1.843], [-5.887, 4.795, 2.116], [-3.834, -5.166, 6.604], [-2.444, -4.598, 5.769], [-2.557, -3.584, 4.831], [-1.442, -3.192, 4.115], [-0.193, -3.766, 4.331], [1.010, -3.361, 3.508], [1.489, -1.945, 3.900], [0.646, -0.899, 3.349], [-0.313, -0.168, 4.004], [-0.894, 0.637, 3.077], [-0.291, 0.395, 1.856], [0.635, -0.536, 2.066], [0.844, -3.324, 2.088], [0.053, -4.246, 1.297], [-0.255, -5.620, 1.804], [-1.523, -6.142, 1.855], [-2.971, -5.357, 1.403], [-1.554, -7.763, 2.428], [0.150, -7.763, 2.589], [0.706, -6.582, 2.218], [-0.092, -4.736, 5.336], [1.430, -5.444, 5.760], [-1.208, -5.167, 6.033], [-3.518, -3.120, 4.658], [-1.555, -2.439, 3.346], [1.834, -4.031, 3.763], [2.501, -1.797, 3.526], [1.491, -1.866, 4.985], [-0.514, -0.270, 5.055], [-1.677, 1.368, 3.205], [1.305, -0.938, 1.327], [0.640, -4.354, 0.381], [-0.889, -3.752, 1.043], [0.651, -8.649, 2.942], [1.769, -6.393, 2.234], [-1.112, -5.943, 6.779]]}


{"formula": "C8H12N2", "method": "ωB97M-V with the def2-TZVPD basis set", "energy_ev": -11466.11802, "e_homo_ev": -7.419, "smiles": "C=C[C@H]1[C@@H]2C(C)=CN(C)N12", "gap_ev": 8.440, "relative_energy_ev": 5.120, "symbols": ["C", "C", "C", "C", "C", "C", "C", "N", "C", "N", "H", "H", "H", "H", "H", "H", "H", "H", "H", "H", "H", "H"], "xyz": [[-2.925, 0.715, 1.896], [-1.931, 1.277, 1.141], [-0.893, 0.415, 0.529], [-0.185, 0.803, -0.730], [0.538, -0.403, -1.296], [0.171, -0.976, -2.696], [1.468, -0.813, -0.437], [1.578, -0.030, 0.722], [1.737, -0.695, 1.902], [0.404, 1.007, 0.596], [-3.585, 1.349, 2.415], [-2.880, -0.293, 2.086], [-1.814, 2.308, 0.670], [-0.893, -0.689, 0.816], [-0.418, 1.659, -1.346], [1.089, -1.154, -3.271], [-0.381, -0.183, -3.168], [-0.268, -2.006, -2.534], [2.270, -1.552, -0.538], [2.628, -1.218, 1.679], [1.834, 0.108, 2.657], [0.785, -1.335, 2.028]]}


{"formula": "H16NO11", "method": "ωB97M-V with the def2-TZVPD basis set", "energy_ev": -24271.55796, "e_homo_ev": -7.339, "charge": -1, "gap_ev": 9.884, "relative_energy_ev": 1.041, "symbols": ["N", "O", "O", "O", "O", "H", "H", "O", "H", "H", "O", "H", "H", "O", "H", "H", "O", "H", "H", "O", "H", "H", "O", "H", "H", "O", "H", "H"], "xyz": [[21.723, 4.011, -12.939], [20.821, 3.659, -13.749], [21.687, 5.146, -12.394], [22.207, 3.090, -12.225], [19.011, 5.650, -14.311], [19.808, 5.176, -14.241], [18.433, 5.246, -13.642], [23.625, 4.699, -10.057], [23.015, 5.408, -10.055], [23.407, 4.350, -10.921], [21.528, 1.505, -9.866], [21.754, 2.264, -10.448], [21.243, 0.727, -10.370], [20.963, 0.836, -13.973], [21.655, 0.361, -13.516], [21.082, 1.744, -13.675], [19.647, 4.253, -10.630], [18.944, 4.403, -11.287], [20.418, 4.521, -11.183], [20.423, 7.507, -11.973], [20.921, 6.774, -12.349], [19.521, 7.226, -11.810], [21.941, 6.776, -9.709], [21.268, 6.207, -9.320], [21.586, 7.069, -10.544], [19.074, 2.530, -16.277], [18.515, 3.325, -16.278], [19.870, 2.826, -15.832]]}


{"formula": "C4H9N", "method": "ωB97M-V with the def2-TZVPD basis set", "energy_ev": -5780.88784, "e_homo_ev": -7.782, "smiles": "C[C@H]1CN1C", "gap_ev": 8.882, "relative_energy_ev": 2.924, "symbols": ["C", "C", "C", "N", "C", "H", "H", "H", "H", "H", "H", "H", "H", "H"], "xyz": [[-1.740, 0.471, -0.511], [-0.600, 0.456, 0.437], [-0.015, -0.878, 0.928], [0.543, -0.075, -0.053], [1.835, 0.071, -0.462], [-2.650, 0.487, 0.075], [-1.699, 1.344, -1.168], [-1.724, -0.435, -1.121], [-0.468, 1.339, 1.050], [-0.244, -1.846, 0.365], [0.425, -0.972, 1.941], [2.474, 0.253, 0.403], [1.973, -1.113, -0.667], [1.891, 0.898, -1.218]]}


{"formula": "C37H37BrF6N7O6PSY", "method": "ωB97M-V with the def2-TZVPD basis set", "energy_ev": -169198.86700, "e_homo_ev": [-12.243, -12.243], "charge": 2, "gap_ev": [6.302, 3.979], "multiplicity": 2, "relative_energy_ev": 0.780, "symbols": ["Y", "O", "C", "O", "C", "C", "C", "C", "C", "N", "C", "O", "O", "H", "H", "H", "H", "H", "Br", "C", "C", "C", "C", "O", "C", "C", "N", "C", "C", "C", "C", "C", "C", "C", "C", "N", "C", "C", "H", "H", "H", "H", "H", "H", "H", "H", "H", "H", "F", "P", "F", "F", "F", "F", "F", "C", "N", "C", "N", "C", "N", "C", "N", "C", "C", "H", "H", "H", "H", "H", "H", "H", "H", "H", "H", "H", "H", "C", "C", "C", "C", "C", "C", "C", "S", "C", "O", "H", "H", "H", "H", "H", "H", "H", "H", "H", "H"], "xyz": [[0.860, 1.242, 0.372], [0.700, -0.115, 4.619], [0.550, 0.484, 3.474], [0.936, 0.035, 2.400], [-0.039, 1.854, 3.558], [-0.620, 2.416, 4.682], [-1.126, 3.704, 4.565], [-1.057, 4.362, 3.345], [-0.476, 3.701, 2.273], [0.037, 2.490, 2.400], [-0.403, 4.191, 0.850], [-0.962, 5.320, 0.506], [0.211, 3.543, 0.014], [0.962, -1.042, 4.479], [-0.680, 1.864, 5.609], [-1.590, 4.185, 5.414], [-1.470, 5.358, 3.251], [-1.617, 5.630, 1.149], [4.481, 7.824, -0.390], [3.921, 6.145, 0.135], [3.718, 5.872, 1.509], [3.310, 4.636, 1.896], [3.033, 3.603, 0.926], [2.606, 2.486, 1.295], [3.283, 3.903, -0.480], [3.243, 2.839, -1.479], [2.556, 1.773, -1.353], [2.804, 0.681, -2.227], [3.140, 0.791, -3.549], [3.481, -0.357, -4.294], [3.480, -1.588, -3.704], [3.101, -1.733, -2.348], [3.058, -2.984, -1.688], [2.670, -3.044, -0.382], [2.298, -1.855, 0.270], [2.328, -0.670, -0.302], [2.741, -0.595, -1.605], [3.734, 5.144, -0.837], [3.902, 6.652, 2.235], [3.161, 4.387, 2.939], [3.916, 2.970, -2.328], [3.144, 1.760, -4.034], [3.752, -0.250, -5.335], [3.762, -2.469, -4.266], [3.334, -3.880, -2.230], [2.628, -3.980, 0.155], [1.951, -1.885, 1.296], [3.956, 5.375, -1.872], [-1.504, 1.466, 0.653], [-3.226, 1.745, 0.764], [-4.763, 2.023, 0.886], [-3.065, 1.366, 2.318], [-2.844, 3.287, 1.132], [-3.422, 0.211, 0.385], [-3.166, 2.145, -0.786], [-1.495, -2.296, 1.418], [-1.228, -2.046, 2.847], [-0.657, -3.277, 3.415], [-1.524, -4.436, 3.247], [-1.773, -4.617, 1.813], [-2.383, -3.432, 1.202], [-3.648, -3.156, 1.902], [-3.442, -2.944, 3.337], [-2.534, -1.816, 3.504], [-2.809, -4.139, 3.896], [-0.543, -2.499, 0.912], [-1.944, -1.404, 0.980], [-0.481, -3.128, 4.486], [0.301, -3.482, 2.923], [-2.436, -5.472, 1.674], [-0.825, -4.828, 1.311], [-4.322, -4.002, 1.759], [-4.104, -2.264, 1.470], [-2.364, -1.650, 4.571], [-2.989, -0.921, 3.074], [-3.476, -4.993, 3.764], [-2.642, -3.992, 4.964], [-0.921, -4.381, -6.095], [-1.031, -3.227, -5.141], [0.034, -2.340, -4.961], [-0.062, -1.280, -4.080], [-1.238, -1.103, -3.364], [-2.306, -1.978, -3.509], [-2.197, -3.030, -4.404], [-1.449, 0.215, -2.216], [-1.232, 1.638, -3.267], [-0.159, 0.211, -1.364], [-0.070, -4.267, -6.764], [-1.823, -4.476, -6.698], [-0.797, -5.317, -5.547], [0.943, -2.482, -5.533], [0.767, -0.595, -3.945], [-3.211, -1.840, -2.930], [-3.030, -3.711, -4.530], [-0.272, 1.574, -3.779], [-1.294, 2.514, -2.622], [-2.052, 1.654, -3.984]]}